A structure of composition C36H28Br2ClN7O5STl in a non-equilibrium geometry. Source: OMol25; level of theory: ωB97M-V with the def2-TZVPD basis set.

```
81
C36H28Br2ClN7O5STl, DFT ωB97M-V with the def2-TZVPD basis set
Tl 0.549 1.169 -0.075
O 5.900 1.153 3.739
C 4.973 1.328 4.645
O 5.215 1.429 5.830
C 3.575 1.410 4.139
C 2.451 1.636 4.907
Cl 2.286 1.847 6.585
N 1.386 1.705 4.072
N 1.776 1.524 2.800
C 3.075 1.339 2.808
C 3.792 1.016 1.498
O 5.042 0.932 1.595
O 3.129 0.821 0.457
C 0.022 1.997 4.331
C -0.689 1.318 5.311
C -2.029 1.614 5.503
C -2.652 2.586 4.734
C -1.936 3.251 3.748
C -0.601 2.951 3.535
H 5.512 1.048 2.781
H -0.202 0.557 5.903
H -2.593 1.074 6.253
H -3.695 2.823 4.902
H -2.410 4.019 3.150
H -0.032 3.453 2.763
Br 1.000 6.635 -0.965
C 1.241 5.288 -2.289
C 1.385 5.656 -3.618
C 1.533 4.691 -4.583
Br 1.681 5.255 -6.407
C 1.546 3.322 -4.255
C 1.662 2.268 -5.188
C 1.687 0.970 -4.754
C 1.589 0.711 -3.379
N 1.444 1.667 -2.495
C 1.413 2.956 -2.885
C 1.222 3.950 -1.829
O 1.038 3.639 -0.621
H 1.366 6.703 -3.888
H 1.731 2.501 -6.242
H 1.781 0.151 -5.455
H 1.626 -0.300 -2.988
N -1.520 -0.062 -2.205
C -2.545 0.314 -1.823
N -3.684 0.741 -1.297
C -4.594 1.568 -2.078
C -5.633 0.696 -2.781
C -6.382 -0.140 -1.741
C -5.400 -0.981 -0.919
C -4.334 -0.087 -0.284
H -4.021 2.157 -2.792
H -5.096 2.249 -1.385
H -5.126 0.037 -3.490
H -6.331 1.323 -3.340
H -7.110 -0.790 -2.229
H -6.929 0.530 -1.070
H -4.908 -1.709 -1.571
H -5.929 -1.530 -0.138
H -3.576 -0.681 0.223
H -4.794 0.584 0.449
S 1.582 -5.517 1.787
C 1.441 -3.924 0.959
C 0.195 -3.459 0.563
C 0.148 -2.286 -0.174
N 1.232 -1.591 -0.503
C 2.417 -2.024 -0.088
C 2.575 -3.195 0.646
C 1.602 -6.464 0.261
C 0.418 -6.863 -0.340
C 0.495 -7.530 -1.555
N 1.640 -7.811 -2.167
C 2.767 -7.428 -1.576
C 2.806 -6.755 -0.363
H -0.707 -3.997 0.821
H -0.793 -1.881 -0.530
H 3.263 -1.396 -0.341
H 3.554 -3.529 0.961
H -0.535 -6.654 0.123
H -0.406 -7.855 -2.064
H 3.684 -7.670 -2.102
H 3.744 -6.454 0.083
```

Output
* E_LUMO: 1.76 eV
* net charge: -1
* highest occupied orbital energy: -4.487 eV

Atomic partial charges in e from the Löwdin method, atoms 1 to 4:
1. Tl 0.879
2. O 0.100
3. C -0.537
4. O 0.037

---

A cluster of 2 separate species, C2H2FN3S in total in a non-equilibrium geometry. Source: OMol25; level of theory: ωB97M-V with the def2-TZVPD basis set.

```
9
C2H2FN3S, DFT ωB97M-V with the def2-TZVPD basis set
C -0.517 -0.521 -0.379
C 1.802 0.551 0.156
N -1.655 -0.208 -0.180
N 2.384 -0.414 0.562
N -2.552 0.394 0.379
F 0.010 -1.577 -0.949
S 1.429 1.926 -0.463
H 2.132 -1.234 1.068
H -3.034 1.083 -0.194
```

Output
* E_LUMO: -0.40 eV
* net charge: 0
* highest occupied orbital energy: -8.988 eV

Atomic partial charges in e from the Löwdin method, atoms 1 to 4:
1. C -0.200
2. C -0.926
3. N -0.066
4. N 0.135

---

A structure of composition C3H12BORb in a non-equilibrium geometry. Source: OMol25; level of theory: ωB97M-V with the def2-TZVPD basis set.

```
18
C3H12BORb, DFT ωB97M-V with the def2-TZVPD basis set
Rb 0.951 1.645 -2.651
B 1.083 5.567 -1.354
H 0.775 4.777 -0.687
H 0.308 5.673 -2.097
H 1.291 6.475 -0.809
H 1.996 5.281 -1.853
C -1.544 -3.341 0.566
C -0.761 -2.056 0.528
C 0.354 -1.951 1.578
O -0.113 -1.928 -0.692
H -2.061 -3.488 1.514
H -1.128 -4.239 0.110
H -2.335 -3.115 -0.149
H -1.456 -1.231 0.680
H -0.032 -2.210 2.564
H 0.830 -0.971 1.600
H 1.051 -2.789 1.570
H 0.791 -2.100 -0.419
```

Output
* E_LUMO: -1.29 eV
* net charge: 0
* highest occupied orbital energy: -7.607 eV

Atomic partial charges in e from the Löwdin method, atoms 1 to 4:
1. Rb 0.872
2. B -0.449
3. H -0.127
4. H -0.111

---

A cluster of 2 separate species, C6H13FN2 in total in a non-equilibrium geometry. Source: OMol25; level of theory: ωB97M-V with the def2-TZVPD basis set.

```
22
C6H13FN2, DFT ωB97M-V with the def2-TZVPD basis set
C 0.172 1.815 0.538
C 1.896 -0.685 0.383
C 0.293 -1.524 -1.496
C -0.578 -1.313 0.786
C 0.264 0.714 -0.416
C 0.408 -0.718 -0.147
N 0.108 3.013 0.141
N -2.451 1.018 -0.065
F -2.927 2.047 0.775
H 0.366 1.528 1.631
H 2.638 -0.439 -0.358
H 2.220 -1.698 0.776
H 2.138 -0.038 1.197
H -0.816 -1.702 -1.633
H 0.669 -2.603 -1.395
H 0.797 -0.962 -2.283
H -0.213 -1.476 1.939
H -1.446 -0.679 0.882
H -1.002 -2.296 0.424
H 0.248 1.030 -1.496
H -0.052 3.710 0.805
H -2.730 1.259 -0.991
```

Output
* E_LUMO (spin up / spin down): -0.74 / -0.24 eV
* net charge: 0
* highest occupied orbital energy (spin up / spin down): -7.913 / -9.507 eV

Atomic partial charges in e from the Löwdin method, atoms 1 to 4:
1. C -0.307
2. C -0.051
3. C -0.053
4. C -0.093

---

A structure of composition C24H36AsF6O18 in a non-equilibrium geometry. Source: OMol25; level of theory: ωB97M-V with the def2-TZVPD basis set.

```
85
C24H36AsF6O18, DFT ωB97M-V with the def2-TZVPD basis set
As 0.985 0.442 -0.023
F 0.855 1.400 -1.496
F 0.519 1.835 0.954
F 1.253 -0.457 1.435
F 1.506 -0.952 -0.976
F 2.662 0.898 -0.051
F -0.718 0.031 -0.133
C 2.928 3.595 3.092
C 3.040 2.128 3.390
C 4.020 1.421 2.387
O 5.109 1.047 3.255
C 4.917 1.499 4.517
O 5.766 1.456 5.359
O 3.719 2.044 4.660
H 3.878 4.128 3.047
H 2.300 4.194 3.753
H 2.429 3.613 2.113
H 2.079 1.625 3.288
H 4.169 2.120 1.569
H 3.555 0.496 2.072
C 4.087 -5.353 1.921
C 2.937 -4.339 1.994
C 1.945 -4.311 0.867
O 0.691 -4.678 1.463
C 0.819 -4.695 2.805
O -0.111 -4.792 3.547
O 2.108 -4.635 3.138
H 3.880 -6.189 1.251
H 4.305 -5.731 2.916
H 4.941 -4.794 1.539
H 3.448 -3.400 2.217
H 2.184 -5.095 0.143
H 1.733 -3.396 0.314
C -1.161 4.013 -0.502
C -2.501 3.327 -0.314
C -3.356 3.945 0.800
O -4.661 3.968 0.261
C -4.621 3.799 -1.079
O -5.587 3.750 -1.766
O -3.317 3.643 -1.462
H -0.506 3.922 0.364
H -1.409 5.040 -0.769
H -0.501 3.602 -1.269
H -2.430 2.239 -0.267
H -3.093 4.984 1.019
H -3.240 3.394 1.733
C 1.736 1.890 -5.540
C 2.553 1.605 -4.310
C 2.475 0.125 -3.876
O 3.775 -0.206 -3.465
C 4.631 0.714 -3.958
O 5.803 0.695 -3.778
O 3.964 1.689 -4.604
H 1.842 2.914 -5.898
H 0.684 1.705 -5.310
H 2.006 1.246 -6.378
H 2.340 2.196 -3.419
H 2.263 -0.459 -4.786
H 1.647 -0.054 -3.200
C -2.172 -2.115 -2.441
C -2.916 -0.828 -2.126
C -2.782 0.396 -3.012
O -4.094 0.936 -3.125
C -4.980 0.001 -2.669
O -6.160 0.125 -2.709
O -4.345 -1.089 -2.189
H -2.755 -2.914 -1.988
H -1.171 -2.066 -2.016
H -2.131 -2.236 -3.524
H -2.731 -0.458 -1.114
H -2.454 0.198 -4.042
H -2.047 1.087 -2.596
C -4.024 -3.010 1.071
C -3.603 -2.612 2.457
C -2.486 -1.601 2.508
O -3.075 -0.322 2.695
C -4.329 -0.516 3.143
O -5.074 0.327 3.496
O -4.610 -1.839 3.192
H -4.851 -3.722 1.086
H -3.224 -3.670 0.719
H -4.196 -2.113 0.479
H -3.479 -3.454 3.135
H -1.783 -1.565 1.674
H -1.801 -1.782 3.344
```

Output
* E_LUMO: 2.11 eV
* net charge: -1
* highest occupied orbital energy: -8.892 eV

Atomic partial charges in e from the Löwdin method, atoms 1 to 4:
1. As 0.786
2. F -0.265
3. F -0.256
4. F -0.246

---

A structure of composition C39H30CaN9O2 in a non-equilibrium geometry. Source: OMol25; level of theory: ωB97M-V with the def2-TZVPD basis set.

```
81
C39H30CaN9O2, DFT ωB97M-V with the def2-TZVPD basis set
Ca -0.532 0.371 0.025
C 3.057 2.566 -1.171
C 2.324 2.377 0.139
C 2.369 3.484 1.124
C 2.319 3.342 2.586
C 1.665 2.391 3.257
C 0.942 1.293 2.631
N 1.186 0.669 1.552
C -0.298 0.801 3.278
C -0.529 0.765 4.651
C -1.753 0.293 5.095
C -2.697 -0.120 4.172
C -2.380 -0.067 2.810
N -1.206 0.388 2.399
C -3.354 -0.447 1.769
C -4.471 -1.220 2.086
C -5.429 -1.436 1.111
C -5.240 -0.879 -0.138
C -4.068 -0.161 -0.393
C -3.833 0.416 -1.747
N -3.146 0.034 0.541
H 4.096 2.260 -1.063
H 3.015 3.610 -1.472
H 2.595 1.951 -1.939
H 2.891 4.378 0.786
H 2.813 4.131 3.134
H 1.626 2.436 4.336
H 0.216 1.085 5.360
H -1.974 0.261 6.151
H -3.666 -0.444 4.511
H -4.592 -1.658 3.065
H -6.312 -2.015 1.335
H -5.984 -0.992 -0.911
H -4.778 0.649 -2.228
H -3.305 -0.313 -2.361
H -3.213 1.306 -1.676
N -0.417 -4.161 -0.130
C -0.549 -2.888 0.282
N -0.668 -1.872 -0.492
C -0.624 -2.057 -1.870
N -0.685 -1.065 -2.692
N -0.828 0.155 -2.202
C -0.305 1.174 -2.774
C -0.586 2.468 -2.180
C -0.323 3.677 -2.831
C -0.678 4.861 -2.209
C -1.275 4.810 -0.958
C -1.468 3.568 -0.371
N -1.136 2.433 -0.957
C -0.512 -3.408 -2.394
C -0.461 -3.688 -3.759
C -0.330 -4.989 -4.197
C -0.257 -6.035 -3.284
C -0.290 -5.780 -1.928
C -0.401 -4.469 -1.483
H -0.283 -4.914 0.530
H -0.582 -2.734 1.357
H 0.341 1.102 -3.651
H 0.141 3.681 -3.807
H -0.500 5.810 -2.692
H -1.576 5.711 -0.448
H -1.921 3.474 0.610
H -0.508 -2.860 -4.446
H -0.276 -5.197 -5.254
H -0.159 -7.050 -3.633
H -0.229 -6.586 -1.212
O 1.213 3.199 0.357
C 2.141 0.904 0.524
N 1.551 0.213 -0.597
C 2.283 -0.854 -0.926
O 1.963 -1.742 -1.713
C 3.569 -0.816 -0.154
C 4.703 -1.599 -0.221
C 5.740 -1.312 0.656
C 5.632 -0.284 1.583
C 4.483 0.494 1.660
C 3.470 0.219 0.767
H 4.771 -2.396 -0.945
H 6.639 -1.905 0.634
H 6.453 -0.082 2.253
H 4.386 1.285 2.387
```

Output
* E_LUMO: -2.99 eV
* net charge: +1
* highest occupied orbital energy: -10.152 eV

Atomic partial charges in e from the Löwdin method, atoms 1 to 4:
1. Ca 1.354
2. C 0.036
3. C -0.344
4. C -0.175

---

Energy relative to the best compared isomer or geometry (same formula, charge and spin) (computed, kJ/mol): 94.9, 332.8, 134.0, 417.2, 0.0, 413.4